Formula: C3H8FNO2S
Source: OMol25
Level of theory: ωB97M-V/def2-TZVPD

Element x y z (Å)
S -0.656 0.746 1.016
F 1.333 1.696 -0.247
O -1.276 -0.493 1.344
O -0.431 1.644 2.067
N 0.895 0.422 0.299
C 1.124 -0.692 -0.735
C -1.663 1.567 -0.279
C 0.900 -1.984 0.066
H -2.236 0.880 -0.867
H -0.238 -2.084 0.275
H 2.297 -0.585 -1.023
H -2.279 2.350 0.156
H 1.239 -2.850 -0.393
H 0.545 -0.681 -1.612
H 1.345 -1.940 0.942
H -0.899 2.003 -1.008

SMILES string: CCN(F)S(C)(=O)=O
LUMO level (eV): 0.771
HOMO-LUMO gap (eV): 11.39
Highest occupied orbital energy (eV): -10.62
Energy (a.u.): -822.25926